Entry 1:
{
  "formula": "C38H57N6O9PSSiY",
  "method": "ωB97M-V with the def2-TZVPD basis set",
  "elements": ["Y", "C", "O", "C", "C", "C", "C", "C", "C", "N", "N", "C", "O", "C", "C", "C", "C", "C", "C", "C", "O", "H", "H", "H", "H", "H", "H", "H", "H", "H", "H", "H", "H", "C", "C", "O", "P", "O", "C", "C", "O", "C", "C", "H", "H", "H", "H", "H", "H", "H", "H", "H", "H", "H", "H", "H", "H", "H", "C", "N", "C", "C", "N", "C", "S", "H", "H", "H", "H", "H", "H", "C", "N", "C", "C", "C", "N", "C", "C", "O", "H", "H", "H", "H", "H", "H", "H", "H", "H", "H", "H", "H", "C", "Si", "C", "C", "C", "C", "H", "H", "H", "H", "H", "H", "H", "H", "H", "C", "O", "C", "O", "H", "H", "H"],
  "positions_angstrom": [[-0.669, -0.822, -0.431], [1.060, -3.044, -4.074], [0.153, -4.133, -4.001], [-0.078, -4.626, -2.734], [0.199, -5.955, -2.511], [-0.091, -6.563, -1.286], [-0.688, -5.805, -0.304], [-0.973, -4.448, -0.499], [-1.805, -3.779, 0.497], [-2.046, -2.530, 0.455], [-3.078, -2.035, 1.251], [-3.579, -0.992, 0.627], [-3.180, -0.515, -0.491], [-4.711, -0.325, 1.352], [-5.080, -0.683, 2.646], [-6.139, -0.040, 3.266], [-6.845, 0.956, 2.600], [-6.476, 1.317, 1.313], [-5.405, 0.684, 0.695], [-0.641, -3.798, -1.720], [-0.860, -2.534, -1.939], [1.152, -2.790, -5.130], [0.690, -2.189, -3.511], [2.042, -3.343, -3.689], [0.641, -6.516, -3.327], [0.134, -7.609, -1.124], [-0.958, -6.253, 0.646], [-2.334, -4.397, 1.226], [-4.528, -1.465, 3.148], [-6.416, -0.314, 4.277], [-7.673, 1.455, 3.090], [-7.012, 2.101, 0.792], [-5.076, 0.965, -0.298], [5.479, -0.016, 1.457], [4.558, -0.970, 2.190], [3.520, -0.291, 2.913], [2.343, 0.355, 1.964], [2.717, 1.931, 1.869], [2.895, 2.785, 3.007], [2.232, 4.106, 2.700], [1.224, 0.451, 3.125], [0.711, -0.763, 3.715], [-0.637, -0.466, 4.325], [6.290, -0.570, 0.979], [5.914, 0.710, 2.146], [4.947, 0.537, 0.680], [5.116, -1.539, 2.934], [4.101, -1.685, 1.499], [3.969, 2.901, 3.178], [2.459, 2.320, 3.891], [2.712, 4.592, 1.848], [2.280, 4.781, 3.557], [1.183, 3.942, 2.451], [1.429, -1.100, 4.467], [0.645, -1.542, 2.952], [-0.549, 0.261, 5.134], [-1.071, -1.384, 4.728], [-1.318, -0.070, 3.572], [-0.784, 0.608, -5.714], [-1.686, -0.189, -4.916], [-1.916, -1.548, -5.094], [-2.698, -1.948, -4.076], [-2.953, -0.838, -3.301], [-2.325, 0.253, -3.805], [-2.372, 1.833, -3.197], [-0.877, 0.316, -6.760], [0.245, 0.464, -5.378], [-1.052, 1.655, -5.590], [-1.479, -2.104, -5.904], [-3.063, -2.922, -3.812], [-3.359, -0.842, -2.363], [3.108, -0.771, -2.854], [2.926, 0.635, -2.563], [4.117, 1.442, -2.760], [3.814, 2.919, -2.693], [2.910, 3.164, -1.506], [1.693, 2.387, -1.663], [0.504, 2.939, -1.029], [1.754, 1.088, -2.031], [0.773, 0.311, -1.943], [3.160, -0.938, -3.935], [2.311, -1.357, -2.420], [4.049, -1.108, -2.408], [4.547, 1.180, -3.731], [4.861, 1.168, -2.000], [3.300, 3.242, -3.602], [4.741, 3.487, -2.605], [2.620, 4.213, -1.445], [3.408, 2.908, -0.562], [0.430, 3.989, -1.320], [0.564, 2.856, 0.054], [-0.383, 2.422, -1.378], [-3.775, 3.227, 3.133], [-1.970, 3.392, 2.711], [-1.714, 5.020, 1.819], [-0.972, 3.412, 4.302], [-1.429, 2.032, 1.651], [-1.066, 1.122, 0.915], [-4.078, 4.050, 3.789], [-3.982, 2.284, 3.642], [-4.399, 3.252, 2.238], [-2.300, 5.806, 2.305], [-2.040, 4.942, 0.780], [-0.667, 5.330, 1.821], [-0.823, 4.438, 4.652], [0.003, 2.942, 4.161], [-1.490, 2.857, 5.088], [2.917, -3.861, -0.453], [2.086, -2.747, -0.760], [1.208, -2.325, 0.255], [1.321, -2.887, 1.332], [3.668, -3.913, -1.243], [2.333, -4.785, -0.445], [3.400, -3.754, 0.519]],
  "forces_ev_per_angstrom": [[-0.593, -0.218, -1.429], [-0.011, -0.048, 0.006], [-0.070, 0.000, -0.078], [-0.016, 0.041, 0.068], [0.022, -0.018, -0.022], [0.011, 0.027, -0.023], [0.008, -0.004, -0.015], [-0.078, -0.013, 0.201], [0.020, -0.148, -0.242], [0.176, -0.142, 0.465], [0.188, 0.005, -0.271], [-0.113, -0.023, 0.714], [0.343, -0.073, -0.101], [-0.003, 0.178, -0.427], [-0.014, -0.028, 0.008], [-0.012, 0.017, 0.019], [0.001, -0.008, 0.014], [0.057, -0.001, -0.027], [-0.015, 0.016, 0.036], [-0.037, 0.130, -0.065], [0.185, 0.029, 0.106], [0.013, -0.006, -0.011], [0.015, 0.002, -0.029], [-0.006, 0.017, 0.019], [0.008, -0.014, 0.017], [0.000, -0.005, -0.005], [-0.010, -0.011, -0.007], [-0.074, -0.013, -0.068], [0.009, 0.008, -0.004], [-0.003, -0.006, -0.004], [0.000, 0.002, 0.001], [-0.008, 0.000, 0.007], [-0.016, 0.017, -0.001], [0.105, 0.077, -0.054], [-0.136, -0.108, 0.144], [0.489, 0.044, -0.194], [-0.591, -0.003, -0.054], [0.152, 0.076, 0.054], [0.004, -0.072, -0.021], [-0.020, 0.099, -0.031], [0.064, 0.079, 0.174], [0.053, 0.009, -0.111], [-0.084, -0.004, 0.027], [0.000, -0.015, 0.023], [-0.010, -0.013, 0.015], [-0.055, -0.022, 0.015], [-0.014, -0.004, 0.011], [0.015, 0.031, -0.035], [-0.006, 0.025, 0.001], [-0.034, 0.006, -0.009], [0.008, -0.006, -0.001], [0.023, -0.018, 0.005], [0.020, -0.011, 0.003], [-0.018, -0.002, 0.008], [-0.043, 0.014, 0.024], [0.009, 0.031, 0.009], [0.040, 0.001, 0.007], [0.014, 0.005, -0.037], [-0.069, -0.019, 0.048], [0.144, -0.003, -0.201], [-0.117, -0.035, 0.105], [0.011, 0.002, -0.049], [-0.043, 0.003, 0.111], [-0.126, 0.236, 0.205], [0.088, -0.240, -0.108], [0.023, 0.008, -0.007], [0.010, 0.019, -0.020], [-0.009, 0.000, 0.007], [0.026, -0.003, 0.007], [0.038, -0.021, -0.001], [0.031, 0.120, -0.036], [0.024, -0.013, -0.035], [0.004, 0.051, 0.044], [0.024, -0.064, 0.008], [0.008, 0.065, -0.032], [-0.010, 0.007, 0.046], [0.059, -0.036, 0.054], [-0.010, 0.048, -0.104], [0.022, -0.085, -0.090], [-0.056, 0.071, 0.298], [-0.016, 0.008, 0.003], [0.027, 0.033, -0.003], [-0.007, 0.002, 0.002], [-0.010, -0.014, 0.003], [-0.004, 0.024, 0.002], [0.010, 0.004, 0.000], [0.000, -0.007, 0.000], [-0.007, -0.002, -0.015], [-0.005, -0.017, -0.011], [-0.024, -0.005, -0.007], [-0.009, 0.020, -0.009], [0.000, -0.018, 0.025], [-0.174, 0.072, 0.080], [0.094, -0.109, -0.053], [-0.042, 0.152, -0.045], [0.031, 0.003, 0.141], [0.003, -0.137, -0.109], [0.005, 0.141, 0.583], [-0.056, -0.042, 0.004], [0.018, -0.015, 0.003], [0.007, 0.012, -0.026], [0.046, 0.034, -0.022], [-0.027, 0.000, 0.004], [0.026, -0.013, -0.011], [0.009, -0.024, 0.046], [-0.029, 0.013, -0.011], [0.004, -0.004, 0.008], [0.006, -0.056, -0.072], [-0.056, 0.039, 0.195], [0.074, -0.147, 0.189], [0.091, -0.024, 0.015], [-0.009, -0.012, 0.004], [-0.016, 0.014, 0.014], [0.003, 0.033, 0.000]],
  "mulliken_charge": [-0.695, -0.661, -0.557, -0.491, -0.526, -0.908, -0.734, 1.095, -1.399, 1.139, -1.036, 0.089, -0.708, 0.463, -0.133, -0.757, -0.297, -0.773, -0.213, 0.608, 0.590, 0.333, -0.123, 0.429, 0.442, 0.337, 0.407, 0.281, 0.438, 0.363, 0.376, 0.389, 0.413, -0.692, 0.036, -0.576, 0.831, -0.241, -0.400, -0.943, -0.386, -0.013, -0.989, 0.458, 0.287, -0.136, 0.336, -0.097, 0.208, 0.341, 0.347, 0.422, -0.112, 0.303, -0.046, 0.298, 0.454, -0.048, -0.948, 0.279, -0.509, -0.599, 0.310, -0.053, -0.455, 0.361, 0.225, 0.369, 0.461, 0.514, 0.294, -0.262, 0.587, -0.602, -0.846, -0.278, 0.358, -0.753, -0.715, 0.452, 0.268, -0.664, 0.368, 0.376, 0.282, 0.333, 0.383, 0.421, -0.051, 0.402, 0.143, -0.345, -0.971, 0.022, -1.158, -0.736, -0.411, 2.045, 0.375, 0.198, 0.203, 0.386, 0.311, 0.303, 0.381, -0.057, 0.379, -0.988, 0.294, 0.650, -0.781, 0.249, 0.166, 0.209],
  "mol_weight_g_mol": 921.9,
  "charge": -1,
  "e_lumo_ev": 2.2,
  "de_lowest_kj_mol": 60.0
}

Entry 2:
{
  "formula": "C38H58B2Br16ClINO7P",
  "method": "ωB97M-V with the def2-TZVPD basis set",
  "elements": ["C", "C", "O", "B", "O", "C", "C", "C", "C", "C", "I", "C", "P", "O", "Cl", "C", "B", "O", "O", "C", "C", "C", "C", "O", "N", "C", "C", "C", "C", "C", "C", "C", "C", "C", "O", "H", "H", "H", "H", "H", "H", "H", "H", "H", "H", "H", "H", "H", "H", "H", "H", "H", "H", "H", "H", "H", "H", "H", "H", "H", "H", "Br", "C", "C", "Br", "H", "H", "H", "H", "Br", "C", "C", "Br", "H", "H", "H", "H", "Br", "C", "C", "Br", "H", "H", "H", "H", "Br", "C", "C", "Br", "H", "H", "H", "H", "Br", "C", "C", "Br", "H", "H", "H", "H", "Br", "C", "C", "Br", "H", "H", "H", "H", "Br", "C", "C", "Br", "H", "H", "H", "H", "Br", "C", "C", "Br", "H", "H", "H", "H"],
  "positions_angstrom": [[-5.673, 2.505, 1.477], [-4.296, 1.938, 1.765], [-3.652, 1.461, 0.569], [-2.468, 2.032, 0.210], [-2.303, 3.409, 0.194], [-1.216, 1.143, -0.175], [-1.235, 0.134, -1.151], [-2.572, -0.155, -1.791], [-3.152, 0.876, -2.785], [-3.995, 0.231, -3.893], [-1.722, 2.301, -3.563], [-0.054, -0.572, -1.479], [-0.024, -1.904, -2.732], [1.499, -1.771, -3.294], [-0.998, -1.123, -4.381], [1.146, -0.333, -0.779], [2.478, -1.199, -0.939], [3.683, -0.598, -1.175], [2.381, -2.565, -0.805], [1.455, -3.019, 0.191], [1.134, 0.678, 0.168], [-0.015, 1.395, 0.472], [0.336, 2.370, 1.543], [-0.399, 2.899, 2.323], [1.786, 2.505, 1.518], [2.087, 3.570, 0.507], [3.259, 4.457, 0.819], [3.286, 5.395, 1.846], [4.389, 6.211, 2.015], [5.495, 6.132, 1.177], [6.682, 7.045, 1.342], [5.479, 5.177, 0.163], [4.375, 4.363, -0.008], [2.216, 1.194, 1.064], [3.218, 0.648, 1.429], [-6.163, 1.938, 0.687], [-6.268, 2.440, 2.389], [-5.626, 3.556, 1.194], [-3.680, 2.667, 2.289], [-4.405, 1.057, 2.396], [-2.684, 3.833, -0.580], [-3.319, -0.243, -1.000], [-2.519, -1.145, -2.243], [-3.809, 1.520, -2.206], [-3.651, 0.547, -4.876], [-5.036, 0.539, -3.823], [-3.922, -0.855, -3.876], [1.857, -2.665, -3.364], [4.278, -0.709, -0.423], [1.839, -3.952, 0.600], [1.361, -2.321, 1.022], [0.470, -3.214, -0.239], [1.187, 4.184, 0.414], [2.254, 3.131, -0.480], [2.451, 5.525, 2.522], [4.398, 6.952, 2.805], [7.597, 6.484, 1.160], [6.631, 7.833, 0.593], [6.701, 7.482, 2.338], [6.322, 5.082, -0.510], [4.369, 3.640, -0.815], [-1.066, -6.525, 0.547], [-2.611, -5.637, 1.325], [-3.126, -4.539, 0.435], [-1.971, -2.977, 0.501], [-2.303, -5.270, 2.298], [-3.365, -6.411, 1.448], [-4.104, -4.200, 0.770], [-3.182, -4.840, -0.607], [-5.267, -1.379, 2.149], [-6.127, -2.284, 3.637], [-7.134, -1.386, 4.306], [-6.272, -0.040, 5.414], [-5.334, -2.612, 4.301], [-6.622, -3.154, 3.212], [-7.770, -1.954, 4.982], [-7.755, -0.856, 3.591], [-5.432, -4.305, 9.866], [-5.788, -3.106, 8.380], [-6.347, -3.841, 7.191], [-4.975, -4.847, 6.247], [-4.856, -2.601, 8.150], [-6.513, -2.384, 8.749], [-6.740, -3.132, 6.468], [-7.120, -4.551, 7.465], [4.556, -2.629, 1.869], [5.795, -3.575, 0.709], [5.537, -5.057, 0.699], [6.170, -5.919, 2.323], [6.794, -3.328, 1.052], [5.635, -3.162, -0.285], [6.082, -5.530, -0.115], [4.480, -5.289, 0.614], [-2.847, -4.364, -4.147], [-3.188, -4.718, -6.023], [-3.469, -3.444, -6.774], [-5.256, -2.765, -6.411], [-4.011, -5.424, -6.069], [-2.282, -5.184, -6.402], [-3.434, -3.618, -7.848], [-2.774, -2.653, -6.511], [1.694, 2.688, 6.888], [-0.037, 3.410, 6.374], [0.039, 4.206, 5.100], [0.850, 5.948, 5.386], [-0.390, 4.000, 7.213], [-0.683, 2.545, 6.235], [-0.958, 4.403, 4.715], [0.626, 3.719, 4.331], [7.633, 7.612, -1.937], [9.156, 6.940, -2.938], [8.993, 5.482, -3.275], [9.290, 4.346, -1.725], [10.036, 7.132, -2.334], [9.202, 7.536, -3.847], [9.734, 5.177, -4.011], [7.998, 5.253, -3.642], [3.136, -5.523, -8.264], [1.237, -5.841, -8.518], [0.468, -4.555, -8.664], [0.246, -3.644, -6.959], [0.903, -6.428, -7.669], [1.158, -6.434, -9.426], [-0.540, -4.757, -9.022], [0.955, -3.852, -9.330]],
  "forces_ev_per_angstrom": [[0.170, 0.164, 0.166], [-0.570, -0.067, -0.004], [0.408, -0.117, 0.314], [0.036, 0.369, -0.134], [0.046, -0.138, -0.023], [-0.184, -0.058, 0.292], [0.054, 0.122, 0.239], [0.315, -0.464, -0.231], [-0.296, -0.146, 0.291], [0.260, 0.215, -0.361], [-0.073, 0.064, 0.032], [-0.161, 0.773, -0.045], [-0.448, -0.841, 0.035], [0.146, 0.223, 0.117], [0.076, 0.237, -0.165], [0.340, -0.178, -0.159], [-0.150, -0.095, -0.492], [-0.181, 0.166, 0.026], [0.218, 0.246, 0.815], [-0.071, -0.602, -0.154], [-0.333, 0.012, 0.213], [0.142, -0.308, -0.422], [0.094, -0.277, -0.261], [0.008, 0.216, -0.044], [-0.554, -0.060, 0.348], [0.087, 0.481, 0.144], [0.392, -0.151, -0.085], [-0.176, -0.054, -0.007], [0.178, 0.206, -0.019], [0.119, -0.208, -0.047], [-0.341, -0.332, -0.073], [-0.061, 0.152, 0.064], [-0.090, -0.057, -0.029], [0.307, 0.085, -0.108], [-0.097, 0.169, -0.263], [-0.057, -0.063, 0.021], [-0.109, -0.005, -0.042], [0.007, -0.010, -0.169], [0.143, 0.029, -0.123], [0.142, 0.163, 0.057], [-0.067, 0.111, 0.054], [0.087, -0.033, 0.117], [-0.145, 0.084, -0.199], [0.117, 0.181, -0.025], [-0.014, -0.050, -0.051], [-0.063, -0.099, 0.118], [-0.103, -0.034, 0.117], [0.211, 0.038, -0.005], [0.151, -0.156, -0.104], [0.021, -0.027, -0.043], [-0.015, 0.111, -0.031], [0.264, 0.049, -0.028], [-0.030, 0.009, 0.076], [-0.078, -0.181, 0.005], [-0.146, -0.161, -0.001], [-0.085, -0.030, 0.080], [0.129, 0.109, 0.071], [0.076, 0.188, 0.167], [0.080, 0.076, 0.013], [0.071, 0.001, 0.036], [0.029, -0.058, -0.014], [0.019, 0.049, 0.041], [0.038, -0.149, -0.084], [-0.030, 0.145, 0.051], [-0.315, 0.042, 0.018], [-0.022, 0.027, 0.015], [-0.017, 0.004, -0.021], [0.001, 0.025, 0.044], [-0.002, -0.035, -0.003], [0.025, -0.243, -0.047], [-0.057, 0.005, -0.240], [0.050, 0.010, 0.174], [-0.009, 0.005, -0.036], [-0.035, 0.015, 0.071], [-0.035, 0.001, 0.019], [-0.027, -0.030, -0.036], [0.004, -0.004, -0.025], [0.041, 0.012, -0.040], [-0.046, -0.052, 0.161], [0.094, 0.009, -0.084], [-0.024, -0.044, 0.023], [-0.005, 0.023, -0.038], [-0.020, 0.005, -0.033], [0.004, 0.047, 0.012], [-0.011, 0.007, 0.031], [0.151, 0.063, 0.081], [-0.172, 0.091, -0.059], [0.123, -0.092, 0.039], [-0.058, 0.014, 0.000], [0.023, -0.036, -0.001], [-0.025, -0.035, -0.016], [0.007, 0.021, -0.014], [-0.017, 0.025, -0.028], [-0.010, -0.080, 0.125], [0.044, 0.006, 0.070], [-0.120, 0.013, -0.080], [0.040, 0.023, 0.034], [-0.039, 0.032, -0.031], [0.031, 0.044, -0.002], [0.004, -0.019, 0.000], [0.040, -0.016, 0.004], [-0.013, 0.045, 0.026], [0.072, -0.130, -0.006], [-0.002, 0.103, 0.049], [0.061, 0.073, 0.004], [-0.022, 0.016, -0.006], [-0.011, 0.005, -0.032], [-0.003, -0.013, -0.012], [-0.025, -0.061, -0.006], [0.122, 0.009, -0.165], [-0.144, 0.118, -0.058], [0.128, -0.103, 0.063], [-0.069, 0.013, -0.004], [0.028, -0.040, -0.003], [-0.009, -0.026, -0.022], [0.016, 0.021, 0.001], [-0.011, 0.026, -0.024], [-0.029, -0.005, 0.053], [0.147, -0.005, -0.089], [-0.114, 0.010, 0.124], [0.029, 0.060, -0.013], [-0.036, 0.000, 0.003], [-0.022, 0.017, -0.014], [0.006, -0.028, -0.010], [0.026, -0.021, -0.025]],
  "mulliken_charge": [-1.320, -0.163, 0.045, 0.439, -0.764, 0.842, -0.459, -1.344, -0.388, -1.161, 0.043, 0.642, 0.778, -0.464, -0.224, -0.444, 0.822, -0.554, -0.529, -0.501, 0.461, -0.083, -0.204, -0.582, 0.332, -0.751, 0.292, -0.426, -0.670, 0.926, -1.409, -0.349, -0.740, -0.597, -0.577, 0.240, 0.391, 0.371, 0.361, 0.193, 0.297, 0.202, 0.826, 0.653, 0.310, 0.297, 0.283, 0.348, 0.266, 0.286, 0.299, -0.048, 0.651, 0.480, 0.364, 0.345, 0.374, 0.136, 0.383, 0.248, 0.374, -0.157, -0.640, -0.473, 0.046, 0.356, 0.397, 0.267, 0.278, -0.064, -0.470, -0.861, -0.123, 0.288, 0.370, 0.397, 0.469, -0.157, -0.633, 0.097, -0.116, 0.389, 0.371, -0.370, 0.450, -0.098, -0.579, -0.546, -0.159, 0.474, 0.286, 0.388, 0.253, -0.089, -0.428, -0.442, -0.164, 0.415, 0.152, 0.359, 0.191, -0.158, -0.579, -0.165, -0.154, 0.431, 0.338, 0.333, -0.039, -0.121, -0.536, -0.633, -0.141, 0.376, 0.325, 0.363, 0.377, -0.139, -0.577, -0.641, -0.040, 0.341, 0.378, 0.277, 0.414],
  "mol_weight_g_mol": 2134.3,
  "smiles": "CCOB(O)c1c(C[C@H](C)I)c(P(O)Cl)c(B(O)OC)c2c1C(=O)N(Cc1ccc(C)cc1)C2=O.BrCCBr.BrCCBr.BrCCBr.BrCCBr.BrCCBr.BrCCBr.BrCCBr.BrCCBr",
  "e_lumo_ev": -0.3
}

no.,frontier orbital gap (eV)
1,6.980
2,8.269